A 13-piece molecular cluster, C6H37NO13 overall in a non-equilibrium geometry, computed with ωB97M-V/def2-TZVPD.

Bonds (Å) are listed after each position.
Geometry (Å):
1 O -0.3450 -4.8729 0.7199  H26 0.972, H40 0.962
2 H -1.2572 -1.1829 -1.2443  C6 1.087
3 H 2.0850 1.0198 3.8461  O56 0.946
4 H 4.7353 2.0387 -0.0482  O17 0.955
5 H 2.1260 -1.4764 0.8239  C11 1.107
6 C -1.4895 -0.2031 -1.6543  H2 1.087, C42 1.544, C45 1.573, H48 1.082
7 H 1.6952 3.7893 1.7991  O20 0.971
8 H -2.1355 0.1478 0.3143  C45 1.098
9 H -0.4461 2.0410 3.2648  O25 0.966
10 H 0.5466 4.8894 -0.6946  O22 0.961
11 C 1.6900 -0.6151 1.3650  H5 1.107, H16 1.098, H36 1.098, C51 1.530
12 O 0.1903 -2.4722 -3.4480  H27 0.973, H31 0.961
13 H 3.7591 3.1072 -0.5390  O17 0.961
14 H 2.6146 2.6055 1.9915  O20 0.964
15 H -3.6751 0.4350 2.7457  O50 0.961
16 H 2.2672 0.2156 0.9370  C11 1.098
17 O 3.8876 2.1567 -0.4720  H4 0.955, H13 0.961
18 H 3.2460 -1.7641 -1.9859  O55 0.956
19 H 1.9791 -1.7873 -1.0975  O55 0.961
20 O 1.9310 3.1077 2.4494  H7 0.971, H14 0.964
21 H 2.5353 1.0965 -1.2777  O37 0.972
22 O 1.2663 4.5334 -0.1673  H10 0.961, H53 0.971
23 O -1.0315 2.9765 -0.4345  C41 1.212
24 O -2.3556 -2.4940 0.2013  H44 0.957, H49 0.978
25 O -0.9259 2.4108 2.5122  H9 0.966, H29 0.958
26 H -0.5142 -4.7497 -0.2292  O1 0.972
27 H 0.9301 -1.9551 -3.0852  O12 0.973
28 H -3.0410 -0.8454 -2.9824  C42 1.100
29 H -0.2494 2.8370 1.9849  O25 0.958
30 H 1.1822 0.4553 -1.3859  O37 0.972
31 H 0.2774 -2.3949 -4.4018  O12 0.961
32 H -1.9555 -4.1599 -2.4363  O54 0.961
33 H -0.4985 -3.6542 -2.2115  O54 0.972
34 N -0.0664 0.5840 0.1840  C45 1.460, C51 1.456, H52 1.010
35 H -3.0852 0.8743 -2.7273  C42 1.087
36 H 2.1165 -0.6500 2.3762  C11 1.098
37 O 2.0487 0.4585 -1.8263  H21 0.972, H30 0.972
38 H -3.3724 -0.4033 1.4835  O50 0.960
39 H -0.1960 -1.4569 0.7401  C51 1.100
40 H 0.6047 -5.0204 0.7648  O1 0.962
41 C -1.8818 2.1142 -0.4715  O23 1.212, C45 1.524, H46 1.092
42 C -2.9230 -0.0691 -2.2119  C6 1.544, H28 1.100, H35 1.087, H43 1.087
43 H -3.5871 -0.2522 -1.3716  C42 1.087
44 H -2.2233 -3.1100 0.9219  O24 0.957
45 C -1.4250 0.6658 -0.3441  C6 1.573, H8 1.098, N34 1.460, C41 1.524
46 H -2.9413 2.3592 -0.5707  C41 1.092
47 H -0.2668 -0.2855 2.1072  C51 1.102
48 H -0.8389 0.1558 -2.4409  C6 1.082
49 H -2.1739 -3.1104 -0.5354  O24 0.978
50 O -4.0577 0.0989 1.9311  H15 0.961, H38 0.960
51 C 0.1830 -0.4987 1.1243  C11 1.530, N34 1.456, H39 1.100, H47 1.102
52 H 0.2516 1.4856 0.5093  N34 1.010
53 H 0.9629 3.6128 -0.2316  O22 0.971
54 O -1.2619 -4.0699 -1.7769  H32 0.961, H33 0.972
55 O 2.4270 -2.2288 -1.8235  H18 0.956, H19 0.961
56 O 1.3768 1.2902 4.4126  H3 0.946, H57 0.954
57 H 1.3052 2.2198 4.6170  O56 0.954

Calculated values
Relative energy (zero: lowest compared OMol25 entry of this formula, charge and spin) (kJ/mol): 263.25
Gap between HOMO and LUMO (hartree): 0.326
Lowest unoccupied orbital energy (eV): -0.039